w | This record from OMol25 describes 2 unconnected molecules or ions with the total composition C3H9O3. The level of theory is ωB97M-V/def2-TZVPD.

Geometry as ORCA input:
```
! RIJCOSX wB97M-V def2-TZVPD def2/J DEFGRID3
* xyz -1 1
C 0.1817 -0.7441 0.3114
O 1.0753 0.2726 0.1561
C -1.1573 -0.2378 0.8906
C -1.9065 0.3086 -0.3294
O -1.0993 0.8138 -1.4110
H -0.0706 -1.2748 -0.6547
H 0.6468 -1.5439 0.9072
H -0.9844 0.5427 1.6305
H -1.6933 -1.1219 1.2846
H -2.6815 -0.3496 -0.7547
H -2.4492 1.2474 -0.0312
H -0.1798 0.7997 -0.9792
H 4.0320 0.7138 0.0694
H 2.6572 0.3837 -0.4741
O 3.6290 0.1900 -0.6155
*
```

Output
HOMO energy   -3.52 eV
Molar mass   93.1 g mol⁻¹
Orbital gap   7.829 eV

x | This record from OMol25 describes 2 unconnected molecules or ions with the total composition C3H9O3. The level of theory is ωB97M-V/def2-TZVPD.

Geometry as ORCA input:
```
! RIJCOSX wB97M-V def2-TZVPD def2/J DEFGRID3
* xyz -1 1
C -0.5243 0.3402 0.1698
O -1.6149 -0.4979 -0.0928
C 0.5423 -0.4505 1.0097
C 1.6791 -1.1665 0.2542
O 2.1887 -0.5290 -1.0578
H -0.0508 0.7429 -0.6983
H -0.7831 1.2386 0.7089
H -0.0064 -1.1804 1.6299
H 0.8521 0.2541 1.7426
H 2.6870 -1.4797 0.7649
H 1.1707 -2.0236 -0.1644
H 1.5750 0.2793 -0.9623
H -2.4301 2.3153 -1.0819
H -2.4002 0.6203 -0.9064
O -2.8852 1.5369 -1.3161
*
```

Output
HOMO energy   -3.55 eV
Molar mass   93.1 g mol⁻¹
Orbital gap   7.554 eV

y | This record from OMol25 describes 2 unconnected molecules or ions with the total composition C3H9O3. The level of theory is ωB97M-V/def2-TZVPD.

Geometry as ORCA input:
```
! RIJCOSX wB97M-V def2-TZVPD def2/J DEFGRID3
* xyz -1 1
C 0.4882 0.4409 0.0765
C -0.1355 0.3110 1.4455
O -1.6201 0.4022 1.3324
C 2.0433 0.2102 0.0262
O 2.5339 0.3688 -1.2069
H 0.0502 -0.3000 -0.5972
H 0.3726 1.4518 -0.3215
H 0.1762 1.1754 2.0183
H 0.0135 -0.6238 1.9719
H -1.6509 1.1418 0.7123
H 2.1803 -0.8351 0.4241
H 2.4590 0.8878 0.8221
H -2.1479 -0.7662 -1.1121
H -1.8195 -1.9547 -1.9810
O -2.5412 -1.5625 -1.4919
*
```

Output
HOMO energy   -2.50 eV
Molar mass   93.1 g mol⁻¹
Orbital gap   6.296 eV

Stability check: which of them is least stable? x.

w | This record from OMol25 describes a gas-phase ion, C3H9NO (charge +1). The level of theory is ωB97M-V/def2-TZVPD.

Geometry as ORCA input:
```
! RIJCOSX wB97M-V def2-TZVPD def2/J DEFGRID3
* xyz 1 2
C 0.0627 0.2819 -1.1473
C -0.6422 -0.2375 0.2186
C 0.3951 -0.6619 1.2221
O -1.4048 -1.2874 -0.2577
N 0.8685 1.3930 -0.9260
H 0.6478 -0.5328 -1.5532
H -0.7641 0.5407 -1.8071
H -1.2653 0.5816 0.5781
H -0.0351 -0.8613 2.2011
H 0.9793 -1.5232 0.9066
H 1.1247 0.1404 1.4264
H -2.2156 -1.3954 0.2673
H 0.4714 2.3003 -0.6375
H 1.7776 1.2616 -0.4914
*
```

Output
HOMO energy (alpha / beta)   -15.65 / -15.63 eV
Molar mass   75.1 g mol⁻¹
Orbital gap (alpha / beta)   12.263 / 7.155 eV

x | This record from OMol25 describes a gas-phase ion, C3H9NO (charge +1). The level of theory is ωB97M-V/def2-TZVPD.

Geometry as ORCA input:
```
! RIJCOSX wB97M-V def2-TZVPD def2/J DEFGRID3
* xyz 1 2
C -0.6641 -0.2799 0.6767
C 0.7551 -0.3504 0.0152
C 1.0495 0.9782 -0.6926
O -0.0464 1.3251 -1.5288
N -1.3060 -1.5205 0.6114
H -0.4832 0.0348 1.7224
H -1.2957 0.5281 0.3116
H 1.4625 -0.5843 0.7975
H 0.8009 -1.1413 -0.7284
H 1.3094 1.7314 0.0296
H 1.8707 0.8452 -1.3914
H -0.3669 2.2045 -1.3040
H -0.7847 -2.2555 1.0607
H -2.3011 -1.5155 0.4201
*
```

Output
HOMO energy (alpha / beta)   -14.70 / -14.68 eV
Molar mass   75.1 g mol⁻¹
Orbital gap (alpha / beta)   11.150 / 6.184 eV

Stability check: which of them is least stable? x.

w | This record from OMol25 describes a single C6H6N2O2S molecule. The level of theory is ωB97M-V/def2-TZVPD.

Geometry as ORCA input:
```
! RIJCOSX wB97M-V def2-TZVPD def2/J DEFGRID3
* xyz 0 1
C -1.1001 -0.1579 1.5116
C -1.3265 0.5926 0.3641
C 0.0968 -0.8666 1.6567
C -0.4002 0.6511 -0.6187
C 1.1065 -0.8141 0.6784
C 0.7751 -0.0742 -0.4617
N 1.1226 0.6448 -2.9743
N 2.3498 -1.6169 -2.1352
O 2.8986 -2.2467 -1.3253
O 1.7755 -1.9834 -3.1308
S 2.1133 0.3653 -1.8305
H -1.9378 -0.1199 2.2438
H -2.3378 0.8452 0.0086
H 0.2998 -1.5040 2.5206
H -0.5141 1.2573 -1.6041
H 1.8894 -1.5324 0.9585
H 1.4993 1.1837 -3.6807
*
```

Output
HOMO energy   -9.26 eV
Molar mass   170.2 g mol⁻¹
Orbital gap   9.306 eV

x | This record from OMol25 describes a single C6H6N2O2S molecule. The level of theory is ωB97M-V/def2-TZVPD.

Geometry as ORCA input:
```
! RIJCOSX wB97M-V def2-TZVPD def2/J DEFGRID3
* xyz 0 1
O 1.3157 2.0194 1.3265
N 2.1050 1.6862 0.4936
O 3.0954 2.2834 0.2052
N 1.7511 0.6030 -0.2144
S 2.3303 0.2510 -1.7658
C 0.1230 -0.0353 -0.0190
C -0.2920 -0.2290 1.3041
C -1.5595 -0.7067 1.2740
C -2.2760 -1.0563 0.1436
C -1.7619 -0.8404 -1.1678
C -0.5417 -0.2109 -1.2000
H 3.2733 -0.6756 -1.2312
H 0.0546 0.0312 2.2725
H -1.9395 -0.8660 2.3317
H -3.3269 -1.2454 0.1906
H -2.3907 -1.3018 -1.9683
H 0.0397 0.2932 -1.9753
*
```

Output
HOMO energy   -9.52 eV
Molar mass   170.2 g mol⁻¹
Orbital gap   10.030 eV

Stability check: which of them is least stable? x.

w | This record from OMol25 describes 2 unconnected molecules or ions with the total composition C2H4N3. The level of theory is ωB97M-V/def2-TZVPD.

Geometry as ORCA input:
```
! RIJCOSX wB97M-V def2-TZVPD def2/J DEFGRID3
* xyz 1 1
C -0.7222 1.3138 -0.5716
C 0.5321 -1.1990 0.0207
N 0.7943 -0.8874 1.3756
N 1.3170 -0.0504 0.6583
N -1.2573 2.0684 -1.2759
H 0.9745 -1.9769 -0.4924
H -0.4547 -1.0707 -0.1729
H 0.3208 -0.9845 2.2825
H -1.5047 2.7866 -1.8244
*
```

Output
HOMO energy   -16.36 eV
Molar mass   70.1 g mol⁻¹
Orbital gap   9.539 eV

x | This record from OMol25 describes a gas-phase ion, C2H4N3 (charge +1). The level of theory is ωB97M-V/def2-TZVPD.

Geometry as ORCA input:
```
! RIJCOSX wB97M-V def2-TZVPD def2/J DEFGRID3
* xyz 1 1
H 2.4833 -2.7188 0.5795
N 1.7498 -2.3110 0.1035
N 1.3250 -1.2570 0.5615
N 0.3596 -0.5597 0.1086
C -0.4574 0.2879 0.0370
C -1.2417 1.4180 -0.2113
H -0.5970 1.9158 -1.1405
H -1.3507 1.9705 0.7100
H -2.2708 1.2542 -0.7483
*
```

Output
HOMO energy   -15.03 eV
Molar mass   70.1 g mol⁻¹
Orbital gap   8.746 eV

Stability check: which of them is least stable? w.

w | This record from OMol25 describes a single C8H11N3 molecule. The level of theory is ωB97M-V/def2-TZVPD.

Geometry as ORCA input:
```
! RIJCOSX wB97M-V def2-TZVPD def2/J DEFGRID3
* xyz 0 1
H 0.4559 2.5444 1.8570
N 0.4544 2.6308 0.7836
C -0.0013 1.6279 0.2188
C 0.0077 1.6493 -1.2212
C 0.1884 0.5762 -1.8974
C 0.2703 -0.8509 -1.3701
C 0.6189 -0.8962 0.1342
N 0.0633 -2.1718 0.6689
C 2.0466 -0.7742 0.2706
N 3.2010 -0.6182 0.1609
C -0.2507 0.3590 0.9972
C -1.7502 0.0945 0.9479
H -0.1577 2.6775 -1.7087
H 0.2131 0.4534 -2.9889
H -0.7249 -1.2759 -1.6133
H 1.0088 -1.3930 -1.9229
H 0.2824 -2.9608 0.0130
H 0.4041 -2.3847 1.6669
H 0.1248 0.3539 2.0207
H -2.1325 0.0335 -0.0981
H -2.0248 1.0083 1.6016
H -2.2976 -0.6830 1.4793
*
```

Output
HOMO energy   -9.67 eV
Molar mass   149.2 g mol⁻¹
Orbital gap   10.339 eV

x | This record from OMol25 describes 2 unconnected molecules or ions with the total composition C8H11N3. The level of theory is ωB97M-V/def2-TZVPD.

Geometry as ORCA input:
```
! RIJCOSX wB97M-V def2-TZVPD def2/J DEFGRID3
* xyz 0 1
C 3.1252 -0.6063 1.2096
C 3.0783 -1.3825 0.0442
C 2.3772 0.5741 1.1550
C 2.2055 -0.6733 -0.7867
C 0.3030 2.3302 -1.0208
C -1.9438 -1.0147 0.1498
C 1.0055 1.4266 -0.4783
C -3.1678 -0.3430 0.7995
N -0.7572 -0.4771 0.2709
N 1.8561 0.5603 -0.1149
N 1.6266 -0.7952 -1.9337
H 3.8341 -0.7042 2.0828
H 3.3727 -2.4333 -0.0818
H 2.4408 1.5050 1.7825
H 0.6323 3.0167 -1.7945
H -0.7224 2.6156 -0.8609
H -2.1421 -1.9522 -0.4782
H -3.9217 0.0851 0.0240
H -3.7897 -1.0344 1.2106
H -3.0078 0.4303 1.5544
H 0.0224 -1.1331 -0.2416
H 1.9641 -1.6683 -2.2868
*
```

Output
HOMO energy (alpha / beta)   -6.51 / -6.51 eV
Molar mass   149.2 g mol⁻¹
Orbital gap (alpha / beta)   6.251 / 6.253 eV

Stability check: which of them is least stable? x.

w | This record from OMol25 describes a single C2H7N3S molecule. The level of theory is ωB97M-V/def2-TZVPD.

Geometry as ORCA input:
```
! RIJCOSX wB97M-V def2-TZVPD def2/J DEFGRID3
* xyz 0 1
C -2.1510 -0.3003 -0.2138
N -0.8029 -0.3155 0.0304
N -0.4133 1.0304 -0.0032
C 0.8948 1.0447 -0.0173
N 1.5571 -0.1311 -0.0058
S 3.2653 -0.1079 -0.1868
H -2.7722 0.1659 0.5954
H -2.4505 -1.4375 -0.2068
H -2.5912 0.1877 -1.1573
H -0.5613 -0.7704 0.8863
H 1.4277 2.0204 -0.1841
H 0.8953 -0.8933 -0.5163
H 3.7021 -0.4930 0.9792
*
```

Output
HOMO energy   -8.42 eV
Molar mass   105.2 g mol⁻¹
Orbital gap   9.234 eV

x | This record from OMol25 describes 2 unconnected molecules or ions with the total composition C2H7N3S. The level of theory is ωB97M-V/def2-TZVPD.

Geometry as ORCA input:
```
! RIJCOSX wB97M-V def2-TZVPD def2/J DEFGRID3
* xyz 0 1
C -0.3375 -0.4014 0.2446
C 0.9202 0.1532 0.8065
H -0.9696 2.3883 -1.0635
H -0.6542 1.1399 -2.2174
H -2.1789 0.0147 -0.6644
H 0.1265 -1.9594 1.1973
H 1.1179 1.1030 0.1971
H 0.9449 0.5986 2.0092
H 1.3226 -2.2659 -0.1171
N -0.6597 1.5203 -1.2189
N -1.3123 0.4245 -0.4470
N -0.5458 -1.6865 0.2396
S 2.2259 -1.0293 1.0340
*
```

Output
HOMO energy   -8.75 eV
Molar mass   105.2 g mol⁻¹
Orbital gap   8.765 eV

Stability check: which of them is least stable? x.

w | This record from OMol25 describes 2 unconnected molecules or ions with the total composition C7H15NO4S. The level of theory is ωB97M-V/def2-TZVPD.

Geometry as ORCA input:
```
! RIJCOSX wB97M-V def2-TZVPD def2/J DEFGRID3
* xyz 0 1
C -0.7311 -2.4065 -0.3433
C -1.1316 -3.4237 -1.3689
C 0.4108 2.8545 -0.8006
C 0.4041 -0.2325 2.3009
C 2.2861 0.2898 0.8124
C 0.2677 1.3576 -1.1408
C 0.0041 0.5301 0.0393
N 0.8694 0.2841 1.0025
O -1.9596 1.4832 1.6372
O -0.5557 -2.6732 0.8391
O -2.3335 0.9501 -0.7584
O -0.6429 -1.1600 -0.8297
S -1.7926 0.4046 0.6381
H -0.7045 -4.3287 -1.1888
H -0.9866 -2.9856 -2.4316
H -2.2199 -3.5716 -1.1232
H 1.2343 2.9364 -0.1024
H -0.4003 3.3152 -0.3364
H 0.7630 3.5066 -1.7320
H -0.3393 0.4425 2.8001
H -0.1698 -1.1737 2.1700
H 1.2598 -0.1627 2.9026
H 3.0239 -0.6561 0.7627
H 2.5676 0.8351 -0.1534
H 2.7043 1.0277 1.5569
H -0.5746 1.2365 -1.9467
H 1.1056 1.0131 -1.7142
H -2.3587 0.3073 -1.4914
*
```

Output
HOMO energy   -9.29 eV
Molar mass   209.3 g mol⁻¹
Orbital gap   9.768 eV

x | This record from OMol25 describes 2 unconnected molecules or ions with the total composition C7H15NO4S. The level of theory is ωB97M-V/def2-TZVPD.

Geometry as ORCA input:
```
! RIJCOSX wB97M-V def2-TZVPD def2/J DEFGRID3
* xyz 0 1
C -0.7871 2.0609 1.2071
C -0.1734 0.7367 1.3013
O 0.9145 0.6175 2.1499
C -0.4158 -0.1834 0.3236
N -1.4959 0.0633 -0.5920
C -1.1552 -0.2181 -1.8995
C -2.7698 -0.5875 -0.1942
S 0.3254 -1.7966 0.5319
O 1.5337 -1.7019 1.3767
O 0.4098 -2.4646 -0.7374
O -0.7477 -2.5461 1.5711
H -0.1833 2.6575 0.5445
H -0.6318 2.4258 2.1307
H -1.8259 1.9993 0.9724
H 1.4282 -0.1921 2.0241
H -2.0870 0.0265 -2.4545
H -0.3528 0.3495 -2.2265
H -1.1069 -1.3270 -2.1658
H -3.6317 -0.1952 -0.6957
H -2.6185 -1.7162 -0.4661
H -3.0003 -0.4017 0.8109
H -0.6077 -2.4048 2.4784
C 3.0372 0.9591 -0.3343
C 3.3297 0.7005 -1.5933
H 2.7735 1.9855 -0.2025
H 3.1861 0.2523 0.4271
H 3.0466 1.2237 -2.4870
H 3.6060 -0.3229 -1.8008
*
```

Output
HOMO energy   -8.87 eV
Molar mass   209.3 g mol⁻¹
Orbital gap   9.358 eV

Stability check: which of them is least stable? x.

w | This record from OMol25 describes 5 unconnected molecules or ions with the total composition C2H15NO5. The level of theory is ωB97M-V/def2-TZVPD.

Geometry as ORCA input:
```
! RIJCOSX wB97M-V def2-TZVPD def2/J DEFGRID3
* xyz 0 1
C 0.8412 1.9589 -0.0399
N 0.2872 0.6243 0.0327
C 0.0090 0.0489 1.3183
O 1.0573 -0.7259 1.7348
H 0.7875 2.5847 0.8421
H 0.2320 2.4601 -0.8305
H 1.8563 2.0287 -0.5872
H 0.5570 -0.0558 -0.6325
H 0.0997 0.8223 2.0555
H -0.8344 -0.5618 1.1767
H 1.1048 -1.5429 1.2428
O -3.2454 2.2364 0.7719
H -3.5661 1.5735 0.1327
H -2.3560 2.1297 0.8985
O -3.3727 -0.1319 -1.6887
H -3.2525 -0.9779 -1.1698
H -2.4900 0.2039 -1.7361
O 3.4583 -1.8287 0.3167
H 3.1305 -0.9425 0.6270
H 2.8010 -2.3148 -0.2162
O 1.1310 -1.7952 -1.7980
H 0.5535 -2.1245 -2.4861
H 2.0363 -1.7371 -1.9092
*
```

Output
HOMO energy   -8.77 eV
Molar mass   133.1 g mol⁻¹
Orbital gap   8.716 eV

x | This record from OMol25 describes 6 unconnected molecules or ions with the total composition C2H15NO5. The level of theory is ωB97M-V/def2-TZVPD.

Geometry as ORCA input:
```
! RIJCOSX wB97M-V def2-TZVPD def2/J DEFGRID3
* xyz 0 1
C 1.3208 -1.7410 1.5987
C 0.3272 -1.4179 0.4488
N 1.0970 -1.0164 -0.7142
H 2.2204 -1.1358 1.5220
H 1.5217 -2.8112 1.5457
H 0.7752 -1.6787 2.5411
H -0.3182 -0.5711 0.7887
H -0.2348 -2.3163 0.1829
H -1.2722 -1.3492 -3.6993
H 0.9894 -0.0007 -0.7662
O -0.4900 -1.2531 -3.1574
H 0.7759 -1.4321 -1.5973
H 1.7277 2.1711 0.8468
O 1.4313 1.2475 0.8951
H -1.4912 1.4770 -0.4332
H -2.0391 2.7438 0.3177
O -1.8168 1.8198 0.4534
H -0.8791 1.2920 2.1960
H 0.5459 0.9356 1.9821
O -0.1911 0.8199 2.7042
H -0.6233 -0.4127 -2.5849
H -1.4770 1.4687 -2.5428
O -1.1267 0.8447 -1.8872
*
```

Output
HOMO energy   -9.88 eV
Molar mass   133.1 g mol⁻¹
Orbital gap   4.024 eV

Stability check: which of them is least stable? x.